Entry 1:
{"formula": "CHF3O", "method": "ωB97M-V/def2-TZVPD", "symbols": ["C", "O", "F", "F", "F", "H"], "coordinates": [[-1.41253, -1.19547, 2.38601], [-0.19394, -0.40064, -0.28049], [-1.33802, 0.05198, 2.66872], [-2.49415, -1.43556, 1.67403], [-0.78608, -0.64419, -1.53683], [0.74645, -0.49609, -0.45072]], "atomic_forces_ev_per_a": [[0.40, -1.65, -0.09], [-0.80, 0.20, 0.56], [-0.83, 0.56, -0.41], [0.43, 1.08, 0.49], [0.38, -0.02, 0.04], [0.42, -0.17, -0.57]], "lowdin_charge": [-0.13, 0.00, 0.08, 0.05, -0.10, 0.10], "orbital_gap_ev": 11.1, "relative_energy_kcal_mol": 148.59, "max_force_ev_per_a": 1.70, "homo_ha": -0.398}

=====

Entry 2:
{"formula": "C32H29AlFN5O5S", "method": "ωB97M-V/def2-TZVPD", "symbols": ["Al", "O", "S", "O", "N", "C", "C", "C", "C", "C", "C", "C", "C", "N", "C", "C", "C", "C", "C", "C", "C", "H", "H", "H", "H", "H", "H", "H", "H", "H", "H", "H", "F", "C", "C", "C", "C", "O", "C", "C", "N", "C", "C", "C", "C", "C", "C", "N", "C", "C", "N", "C", "C", "C", "O", "O", "H", "H", "H", "H", "H", "H", "H", "H", "H", "H", "H", "H", "H", "H", "H", "H", "H", "H"], "coordinates": [[-1.17621, -0.67057, -3.33472], [1.60409, -1.17466, -1.10081], [1.74943, 0.03584, -1.87010], [1.70894, 1.30939, -1.18231], [0.60095, -0.00099, -3.01523], [-0.09031, 1.16774, -3.52545], [0.48977, 2.41437, -4.11279], [-0.32814, 3.45272, -4.27345], [-1.65622, 3.53932, -3.52745], [-2.77988, 2.59123, -3.93512], [-3.90872, 2.63537, -4.72740], [-4.64674, 1.45655, -4.86123], [-4.23858, 0.28678, -4.25235], [-3.16745, 0.25447, -3.43120], [-2.51876, 1.39822, -3.29967], [3.26860, -0.03987, -2.75615], [4.04535, 1.10271, -2.87421], [5.22631, 1.04159, -3.60007], [5.61550, -0.15035, -4.19390], [4.83089, -1.28991, -4.06113], [3.65119, -1.24040, -3.33865], [1.50511, 2.39937, -4.48677], [-0.00491, 4.33227, -4.81440], [-1.97075, 4.57457, -3.42668], [-4.21237, 3.52944, -5.25645], [-5.53443, 1.43816, -5.47710], [-4.77101, -0.64277, -4.39568], [3.73180, 2.02090, -2.39639], [5.84269, 1.92495, -3.69643], [6.53667, -0.19443, -4.75913], [5.14210, -2.21857, -4.51971], [3.03767, -2.12367, -3.21951], [-0.91003, -4.05229, 2.29995], [-0.79170, -2.74221, 2.00825], [-1.12862, -2.29484, 0.77471], [-1.05308, -0.91514, 0.50380], [-1.30439, -0.42745, -0.81580], [-1.57012, -1.31977, -1.74838], [-1.18592, 0.94899, -1.06455], [-0.77677, 1.74913, -0.01646], [-0.53868, 1.30855, 1.21492], [-0.03145, 2.24351, 2.20917], [-0.89350, 2.57854, 3.39023], [-0.66318, 3.59456, 2.31207], [-0.64291, -0.03843, 1.51292], [-0.27238, -0.53099, 2.77639], [-0.33042, -1.88247, 3.03301], [0.02142, -2.43203, 4.26843], [0.94261, -3.54495, 4.37022], [0.40767, -4.56041, 5.36029], [0.18821, -3.86003, 6.68302], [-0.70211, -2.64663, 6.55975], [-0.13577, -1.70768, 5.50326], [-1.28266, 1.62709, -2.42483], [-1.36030, 3.01583, -2.21521], [-0.83918, 0.51706, -4.57874], [-1.45690, -2.98572, 0.01266], [-0.60664, 2.80159, -0.17890], [1.03992, 2.16123, 2.33997], [-0.40548, 2.71394, 4.34525], [-1.87411, 2.12313, 3.42927], [-0.00482, 4.42710, 2.50998], [-1.49843, 3.81911, 1.66350], [0.10054, 0.14868, 3.52666], [1.93279, -3.19518, 4.70109], [1.08409, -4.02587, 3.40783], [1.10057, -5.38025, 5.53954], [-0.55882, -4.94813, 5.04360], [1.09616, -3.57363, 7.05874], [-0.21030, -4.51221, 7.36058], [-0.75833, -2.18280, 7.54285], [-1.68343, -3.01509, 6.26680], [0.81213, -1.27744, 5.86157], [-0.83827, -0.88619, 5.37420]], "atomic_forces_ev_per_a": [[0.20, -0.26, -0.18], [-0.02, 0.00, -0.01], [-0.06, 0.11, -0.11], [0.04, -0.01, 0.00], [0.03, -0.12, 0.41], [-0.32, 0.35, -0.17], [-0.06, -0.04, 0.04], [0.03, 0.09, -0.02], [0.09, 0.01, -0.03], [-0.26, 0.05, -0.26], [0.40, 0.12, -0.02], [-0.19, -0.24, -0.08], [-0.01, 0.14, -0.02], [0.46, -0.27, -0.31], [-0.48, 0.46, 1.15], [0.03, 0.06, 0.02], [-0.02, 0.05, 0.01], [0.01, -0.03, -0.02], [-0.01, 0.04, 0.02], [-0.01, -0.01, 0.00], [0.01, -0.05, -0.02], [-0.03, -0.04, -0.11], [0.01, -0.01, -0.01], [-0.01, -0.01, 0.08], [0.01, 0.01, 0.01], [0.00, 0.02, 0.01], [0.00, 0.00, -0.01], [-0.01, -0.01, 0.00], [0.01, 0.00, 0.00], [0.00, 0.00, 0.00], [0.00, 0.00, 0.00], [-0.01, 0.01, 0.00], [0.02, 0.03, 0.00], [-0.01, 0.01, -0.02], [0.02, 0.03, 0.06], [-0.03, -0.01, 0.00], [0.05, 0.00, -0.11], [-0.09, 0.11, 0.09], [-0.10, -0.20, 0.02], [0.00, 0.04, 0.08], [-0.02, 0.02, -0.02], [-0.01, 0.02, 0.01], [0.02, -0.01, 0.01], [0.02, -0.01, -0.01], [0.01, 0.00, 0.01], [-0.02, -0.02, -0.07], [0.15, 0.03, 0.04], [-0.21, -0.10, 0.00], [0.05, 0.02, -0.02], [-0.01, 0.01, 0.08], [0.00, 0.00, -0.02], [0.04, -0.06, 0.02], [0.03, 0.04, 0.03], [0.00, -0.08, -0.23], [0.28, -0.04, 0.00], [0.08, -0.24, -0.24], [-0.01, 0.01, -0.02], [0.00, -0.01, -0.01], [0.00, 0.00, 0.00], [-0.01, 0.00, 0.00], [0.00, 0.00, 0.00], [0.00, 0.00, 0.00], [0.00, 0.00, 0.00], [0.00, 0.00, 0.02], [0.00, 0.02, -0.01], [-0.02, -0.02, 0.00], [0.00, 0.00, -0.03], [0.01, 0.00, -0.01], [-0.01, 0.00, 0.00], [0.00, 0.00, -0.01], [0.00, 0.02, -0.01], [0.00, 0.02, 0.00], [0.01, 0.01, -0.03], [-0.02, -0.02, 0.01]], "lowdin_charge": [0.44, -0.28, 0.65, -0.28, -0.07, -0.40, 0.06, 0.04, -0.15, -0.05, 0.06, -0.01, -0.05, 0.14, -0.17, -0.29, -0.06, -0.06, -0.06, -0.06, -0.06, 0.13, 0.12, 0.17, 0.13, 0.12, 0.13, 0.11, 0.11, 0.11, 0.11, 0.12, 0.09, -0.18, 0.11, -0.05, -0.20, 0.04, -0.01, 0.07, 0.05, -0.24, -0.08, -0.06, -0.09, 0.09, -0.13, -0.09, -0.12, -0.07, 0.07, -0.07, -0.14, -0.22, -0.01, -0.05, 0.15, 0.16, 0.17, 0.11, 0.12, 0.12, 0.12, 0.12, 0.14, 0.14, 0.14, 0.14, 0.19, 0.19, 0.14, 0.15, 0.14, 0.14], "orbital_gap_ev": 7.5, "relative_energy_kcal_mol": 144.19, "total_charge": 2, "max_force_ev_per_a": 1.33, "homo_ha": -0.472}

=====

Entry 3:
{"formula": "C2H2Cl3NO3", "method": "ωB97M-V/def2-TZVPD", "symbols": ["O", "N", "O", "C", "O", "C", "Cl", "Cl", "Cl", "H", "H"], "coordinates": [[-1.26681, 1.61019, 0.96069], [-0.50954, 0.65980, 1.12326], [0.38821, 0.48678, 1.89375], [-0.53103, -0.41495, 0.12153], [-0.21820, -1.61742, 0.64721], [0.58866, 0.13902, -1.17953], [0.13391, 1.79060, -1.50471], [2.27690, 0.17350, -0.48048], [0.30091, -0.80536, -2.53181], [-1.56468, -0.42689, -0.38344], [0.40167, -1.59527, 1.33353]], "atomic_forces_ev_per_a": [[0.80, -0.90, 1.03], [-0.83, 0.45, -1.64], [0.60, 1.00, 2.00], [-0.56, -0.02, -3.11], [-1.92, -0.46, -2.22], [-0.95, 0.70, 3.90], [0.09, 0.60, -0.46], [-0.96, -0.59, -0.76], [0.26, -1.33, -1.09], [1.71, -0.05, 0.73], [1.77, 0.61, 1.62]], "lowdin_charge": [0.05, -0.41, 0.08, -0.36, 0.05, -1.56, 0.64, 0.57, 0.69, 0.18, 0.08], "orbital_gap_ev": 10.3, "smiles": "O=[N+]([O-])[C@H](O)C(Cl)(Cl)Cl", "relative_energy_kcal_mol": 11.65, "max_force_ev_per_a": 4.07, "homo_ha": -0.394}

=====

Entry 4:
{"formula": "C2H6N2O4", "method": "ωB97M-V/def2-TZVPD", "symbols": ["C", "N", "N", "O", "H", "H", "H", "H", "C", "O", "O", "O", "H", "H"], "coordinates": [[-0.74674, -1.38742, 0.54262], [-0.26505, -0.02160, 0.65561], [-1.44744, 1.10075, 0.52798], [-2.46563, 0.67021, 0.17187], [0.21327, 0.16370, 1.53497], [-1.65475, -1.56053, 1.12678], [0.02989, -2.07559, 0.87948], [-0.95414, -1.58634, -0.50918], [0.74216, 0.57400, -0.81094], [1.51573, 1.55223, -0.16646], [1.57693, -0.48925, -1.10560], [-0.12695, 0.92892, -1.63178], [2.44446, -0.26037, -0.74468], [1.13824, 2.39128, -0.47067]], "atomic_forces_ev_per_a": [[-0.07, -0.05, -0.24], [-1.15, 0.16, 0.30], [-0.12, -0.81, 0.08], [1.46, 0.02, 0.40], [-0.16, 0.25, -0.06], [0.03, 0.08, -0.02], [-0.02, 0.13, -0.04], [-0.03, -0.03, 0.05], [0.10, 1.43, -2.71], [-0.42, -0.17, 0.18], [-0.50, 0.07, 0.68], [0.94, -0.79, 1.29], [-0.10, -0.11, 0.00], [0.03, -0.16, 0.09]], "lowdin_charge": [-0.09, -0.07, 0.07, 0.08, 0.14, 0.08, 0.09, 0.10, -0.74, 0.04, 0.08, -0.01, 0.11, 0.12], "orbital_gap_ev": 9.4, "relative_energy_kcal_mol": 106.03, "max_force_ev_per_a": 3.06, "homo_ha": -0.363}

=====

Entry 5:
{"formula": "C11H15BF5O9S2", "method": "ωB97M-V/def2-TZVPD", "symbols": ["C", "C", "O", "C", "C", "C", "C", "C", "S", "O", "S", "O", "O", "O", "C", "C", "F", "F", "F", "H", "H", "H", "H", "H", "H", "H", "H", "H", "H", "H", "H", "H", "H", "H", "B", "O", "C", "O", "C", "O", "O", "F", "F"], "coordinates": [[1.85953, -1.01144, 1.23616], [2.70672, 0.16163, 0.73763], [1.95232, 1.36393, 0.60576], [1.05756, 1.30494, -0.47842], [-0.33690, 1.83387, -0.08294], [-1.33546, 0.71410, 0.25596], [-2.71494, 0.91241, -0.36519], [-3.79203, -0.08869, 0.09413], [-3.58465, -0.78747, 1.76909], [-0.84231, 2.59795, -1.24483], [-0.29778, 4.07927, -1.22624], [-1.31820, 4.92723, -1.71621], [1.01729, 4.15975, -1.74497], [-0.23531, 4.21653, 0.36207], [-0.45444, 2.95235, 0.98536], [0.28687, 2.88874, 2.32514], [0.41529, 1.62968, 2.75810], [1.48373, 3.48313, 2.30190], [-0.46572, 3.53990, 3.24863], [2.17465, -1.36610, 2.21514], [0.81332, -0.71606, 1.30143], [1.88089, -1.84496, 0.53933], [3.19134, -0.06850, -0.21644], [3.50674, 0.38647, 1.44266], [1.44395, 1.90058, -1.30640], [0.92963, 0.28409, -0.84755], [-0.92098, -0.22789, -0.10304], [-1.40788, 0.66291, 1.34233], [-3.07840, 1.93098, -0.21398], [-2.60216, 0.79587, -1.44395], [-4.75622, 0.41269, 0.09854], [-3.86895, -0.92174, -0.60035], [-4.69568, -0.26897, 2.30043], [-1.51088, 2.95700, 1.27615], [1.98085, -5.51777, -2.56431], [1.52487, -4.08912, -2.75026], [1.06456, -3.61035, -1.62745], [0.62644, -2.50265, -1.43539], [1.18045, -4.71709, -0.54277], [0.85192, -4.58966, 0.60726], [1.69918, -5.77803, -1.10801], [3.33364, -5.62450, -2.82236], [1.23720, -6.36498, -3.36213]], "atomic_forces_ev_per_a": [[0.04, -0.12, -0.27], [0.17, -0.15, 0.27], [-0.03, -0.09, -0.19], [0.08, 0.12, 0.01], [0.08, 0.23, -0.15], [0.12, 0.11, -0.34], [-0.05, -0.05, -0.01], [-0.02, 0.12, 0.03], [-0.02, -0.03, 0.06], [0.07, -0.21, 0.00], [-0.26, -0.14, 0.14], [-0.15, 0.18, -0.15], [0.21, 0.10, -0.13], [0.44, -0.09, 0.12], [-0.68, -0.08, 0.17], [0.43, 0.12, -0.08], [-0.13, 0.24, 0.07], [-0.39, -0.21, 0.08], [0.21, -0.01, -0.13], [0.00, 0.05, 0.04], [0.01, 0.02, 0.13], [0.01, -0.09, 0.09], [-0.08, -0.01, -0.05], [-0.05, 0.14, 0.02], [0.00, 0.06, 0.04], [0.01, -0.03, 0.05], [-0.05, -0.11, 0.12], [0.01, -0.12, 0.00], [0.06, 0.02, 0.17], [-0.10, 0.10, -0.02], [-0.05, -0.06, -0.13], [0.13, -0.06, 0.04], [-0.01, 0.05, 0.02], [0.03, -0.14, 0.02], [0.01, -0.03, 0.02], [-0.01, 0.02, -0.01], [0.01, -0.10, 0.05], [-0.05, 0.19, -0.05], [0.01, 0.05, -0.04], [0.01, 0.00, 0.01], [0.00, -0.01, -0.03], [-0.01, 0.02, 0.01], [-0.01, 0.01, 0.01]], "lowdin_charge": [-0.04, -0.22, -0.14, -0.12, -0.30, -0.15, -0.23, -0.52, 0.72, -0.16, 0.60, -0.21, -0.21, -0.11, -0.14, -0.55, 0.17, 0.17, 0.13, 0.08, 0.07, 0.05, 0.12, 0.12, 0.13, 0.13, 0.12, 0.08, 0.11, 0.12, 0.06, 0.07, -0.16, 0.17, -1.04, 0.21, -0.42, 0.09, -0.43, 0.11, 0.21, 0.15, 0.15], "orbital_gap_ev": 8.8, "total_charge": -1, "max_force_ev_per_a": 0.71, "homo_ha": -0.247}